Entry 1:
{"formula": "C3H3NO", "method": "ωB97M-V with the def2-TZVPD basis set", "elements": ["C", "O", "H", "C", "C", "H", "H", "N"], "positions_angstrom": [[0.770106, 1.213895, 1.056505], [-0.463734, -2.076938, 0.437681], [-1.471792, -0.426724, 0.708502], [0.409943, 0.114765, 0.055126], [1.255908, 1.959146, 1.853332], [1.326262, -0.391962, -0.256161], [0.011047, 0.732854, -0.758748], [-0.565977, -0.823167, 0.417081]], "forces_ev_per_a": [[-0.7, -2.5, -1.2], [0.7, -0.4, -0.2], [0.4, -0.3, -0.1], [1.6, 2.3, -0.2], [0.4, 0.9, 0.9], [-0.2, 0.0, 0.0], [0.2, -0.4, -0.4], [-2.4, 0.3, 1.2]], "lowdin_spin": [0.113, 0.550, 0.003, 0.032, 0.913, -0.003, 0.017, 0.374], "homo_energy_ev": [-8.69, -10.35], "lumo_ha": [0.0304, -0.1155], "orbital_gap_ha": [0.3499, 0.2646], "e_above_lowest_kcal_mol": 81.21, "total_charge": 0, "multiplicity": 3}

***

Entry 2:
{"formula": "C12H16N2", "method": "ωB97M-V with the def2-TZVPD basis set", "elements": ["H", "C", "H", "C", "H", "C", "H", "C", "N", "H", "C", "H", "C", "C", "H", "H", "H", "C", "H", "C", "C", "H", "H", "C", "H", "H", "H", "H", "C", "N"], "positions_angstrom": [[0.055978, 0.296089, -1.885527], [2.826579, -1.324404, -0.838707], [1.479492, -1.755934, -2.495991], [0.880810, -0.021416, -1.233282], [-2.379227, -0.203083, -1.196369], [1.656259, -1.121610, -1.591809], [3.842721, -1.029737, 1.041149], [-1.252443, -1.851352, 2.342947], [-1.378884, -2.319725, 1.127522], [-0.531897, 1.835088, 0.133875], [0.528037, 2.091072, -0.013201], [0.328815, 2.360118, -2.048686], [-2.661783, -0.490468, 1.466969], [0.452949, 3.059475, -1.228458], [-1.931523, -1.922775, -1.501379], [-0.432403, 3.666807, -1.365592], [-3.425098, 0.294698, 1.301886], [3.151141, -0.635401, 0.299796], [3.479809, -2.074119, -1.297014], [-2.400797, -1.480451, 0.557046], [2.413809, 0.541986, 0.573295], [-0.684835, -2.348355, 3.122683], [-3.509871, -1.424465, -1.337888], [-2.504219, -1.254489, -0.896398], [2.696154, 1.121008, 1.431340], [1.400075, 3.574756, -1.318473], [-2.228837, -0.250359, 3.488170], [0.784560, 2.561326, 0.968277], [1.367540, 0.865276, -0.257670], [-2.022916, -0.759544, 2.651490]], "forces_ev_per_a": [[0.1, -0.3, 0.6], [0.0, -1.7, -1.6], [-0.1, 0.7, 1.0], [0.9, 0.1, -1.1], [0.7, -0.4, 0.3], [0.5, 0.7, 0.0], [0.4, 0.3, -0.5], [0.3, -1.1, 1.1], [-1.7, 1.3, 0.2], [0.2, -0.6, 0.1], [-1.3, 1.3, 0.8], [0.5, 0.1, -0.6], [-2.3, 0.2, -0.6], [0.6, -1.5, 0.2], [1.0, -0.2, -0.1], [0.0, 0.6, 0.8], [0.9, -0.4, 0.5], [-0.9, 0.9, 0.6], [0.0, -0.1, 0.9], [3.0, 1.0, 1.2], [0.8, -1.6, -0.4], [0.1, 0.2, -0.2], [0.0, -0.2, 0.7], [-2.3, 0.1, -1.5], [-0.1, 0.4, 0.2], [0.0, 0.5, -0.4], [0.5, -0.3, 0.4], [0.2, 0.0, -0.9], [-1.7, 0.3, 0.2], [-0.3, -0.3, -2.0]], "nbo_charge": [0.207, -0.221, 0.219, -0.198, 0.215, -0.199, 0.216, 0.175, -0.437, 0.206, -0.414, 0.201, -0.095, -0.603, 0.236, 0.212, 0.210, -0.210, 0.207, 0.059, -0.203, 0.190, 0.213, -0.648, 0.210, 0.208, 0.424, 0.202, -0.043, -0.542], "homo_energy_ev": -8.49, "smiles": "Cc1c[nH]cn1.CCc1ccccc1", "lumo_ha": 0.0288, "orbital_gap_ha": 0.3409, "e_above_lowest_kcal_mol": 38.06, "total_charge": 0}

***

Entry 3:
{"formula": "C2H6P2S", "method": "ωB97M-V with the def2-TZVPD basis set", "elements": ["H", "H", "C", "P", "H", "C", "H", "H", "P", "S", "H"], "positions_angstrom": [[-1.583875, -1.452789, 0.684870], [-0.597912, 2.804465, -0.919054], [0.273119, 2.208390, -0.668726], [0.786087, -0.414699, 0.514840], [-0.004364, -2.928004, -0.964326], [-0.575744, -1.525822, 1.030530], [1.050638, 2.760663, -1.227566], [-0.422744, -1.668801, 2.068642], [0.792390, -2.603995, 0.281842], [0.017779, 0.534887, -1.215090], [0.264626, 2.285708, 0.414036]], "forces_ev_per_a": [[-0.3, -0.1, -0.4], [-0.6, -0.2, -0.3], [-0.5, 1.5, -0.5], [-0.3, 0.0, -0.5], [1.1, 0.8, 1.0], [1.7, -0.2, 0.2], [0.3, -0.7, 0.8], [-0.7, 0.0, 1.2], [-1.6, -0.4, -1.5], [0.1, -0.8, -0.3], [0.8, 0.0, 0.1]], "nbo_charge": [0.258, 0.229, -0.771, 0.419, -0.003, -0.966, 0.226, 0.227, 0.203, -0.053, 0.231], "homo_energy_ev": -8.49, "smiles": "CSP1#[PH]C1", "lumo_ha": 0.0219, "orbital_gap_ha": 0.3338, "e_above_lowest_kcal_mol": 0.52, "total_charge": 0}

***

Entry 4:
{"formula": "C21H23CoN5O2S", "method": "ωB97M-V with the def2-TZVPD basis set", "elements": ["C", "C", "N", "C", "C", "O", "C", "C", "H", "C", "C", "C", "O", "C", "S", "H", "C", "C", "H", "H", "N", "C", "H", "H", "H", "H", "C", "C", "C", "H", "H", "H", "H", "C", "H", "H", "N", "H", "N", "Co", "C", "H", "H", "H", "H", "H", "N", "H", "C", "H", "C", "H", "C"], "positions_angstrom": [[1.692799, 2.493673, -1.754175], [4.390567, -1.539770, 0.518256], [-4.725465, 4.453907, -1.786605], [2.450262, 2.663383, -0.591208], [0.606287, 0.754788, -0.877011], [-2.341926, -1.514890, -0.697824], [-0.796870, 0.736877, 1.924763], [0.709229, -2.605271, 0.405689], [4.341159, -0.530771, 0.932187], [-2.511643, 1.711083, -2.750879], [3.277357, -3.269439, -0.933615], [-4.025143, 3.291613, -1.730064], [-1.206940, -0.907751, -2.833926], [2.231223, 1.777639, 0.439015], [-1.680877, -0.553631, -1.533887], [0.947864, -1.118151, 3.955244], [-3.225062, 2.885427, -2.812091], [3.090711, -1.960395, -0.160820], [-3.436899, 0.680170, 0.356027], [4.665086, -2.230143, 1.319110], [-1.450115, 1.502996, 2.485678], [0.888507, -1.574436, 2.976063], [-2.137114, -1.217821, 3.275587], [2.817958, -1.179756, -0.880519], [2.433256, -3.498474, -1.582226], [-1.252393, -2.134023, 4.493002], [-0.416100, -2.635643, 1.252338], [1.988721, -1.545625, 2.132974], [-4.084899, 2.478936, -0.583870], [-2.184544, -2.984968, 3.248999], [3.167528, 3.463674, -0.501195], [5.198489, -1.545006, -0.211114], [-5.343489, 4.718041, -1.042500], [1.924382, -2.054152, 0.808476], [4.156723, -3.191816, -1.570864], [2.890434, -1.064487, 2.484013], [0.757053, 1.565433, -1.910390], [-1.359926, -2.987458, 0.860290], [1.366562, 0.781309, 0.252423], [0.294099, -0.507860, 1.123579], [-2.589980, 0.915097, -1.609463], [-4.744425, 5.002871, -2.625411], [2.742452, 1.831889, 1.391438], [-4.696949, 2.780720, 0.256360], [0.581742, -2.939127, -0.614913], [-3.178650, 3.499672, -3.702437], [-0.310685, -0.194132, -0.635425], [1.837835, 3.163691, -2.593991], [-1.551835, -2.121968, 3.446684], [3.430707, -4.108651, -0.252515], [-3.377618, 1.302706, -0.526195], [-1.897884, 1.394918, -3.582830], [-0.351562, -2.134899, 2.549771]], "forces_ev_per_a": [[0.0, 0.0, 0.0], [0.0, 0.0, 0.0], [0.0, 0.0, 0.0], [0.0, 0.0, 0.0], [0.1, 0.2, 0.2], [0.0, 0.0, 0.0], [0.0, 0.1, 0.1], [-0.1, 0.0, -0.1], [0.0, 0.0, 0.0], [0.0, 0.0, 0.0], [0.0, 0.0, 0.0], [0.0, -0.1, 0.0], [0.0, 0.0, 0.0], [0.1, -0.1, -0.1], [0.0, 0.1, 0.0], [0.0, 0.0, 0.0], [0.0, 0.0, 0.0], [0.0, 0.0, 0.0], [0.0, 0.0, 0.0], [0.0, 0.0, 0.0], [0.0, 0.0, 0.0], [-0.3, 0.1, 0.1], [0.0, 0.0, 0.0], [0.0, 0.0, -0.1], [0.0, 0.0, 0.0], [0.0, 0.0, 0.0], [-0.1, 0.0, 0.0], [0.1, 0.1, 0.0], [0.0, 0.0, 0.0], [0.0, 0.0, 0.0], [0.0, 0.0, 0.0], [0.0, 0.0, 0.0], [0.0, 0.0, 0.0], [0.2, -0.1, 0.0], [0.0, 0.0, 0.0], [0.0, 0.0, 0.0], [-0.1, 0.0, 0.0], [0.0, 0.0, 0.0], [-0.3, 0.6, 0.1], [0.6, -1.1, -0.6], [0.0, 0.0, 0.0], [0.0, 0.0, 0.0], [0.0, 0.0, 0.0], [0.0, 0.0, 0.0], [0.0, 0.0, 0.0], [0.0, 0.0, 0.0], [-0.1, 0.0, -0.1], [0.0, 0.0, 0.0], [0.0, -0.1, 0.0], [0.0, 0.0, 0.0], [0.0, 0.0, 0.0], [0.0, 0.0, 0.0], [-0.1, 0.2, 0.3]], "nbo_charge": [0.154, -0.613, -0.772, -0.340, 0.579, -0.955, 0.052, -0.160, 0.204, -0.133, -0.605, 0.230, -0.904, 0.124, 2.341, 0.270, -0.289, -0.246, 0.238, 0.216, -0.394, -0.237, 0.274, 0.229, 0.218, 0.241, -0.201, -0.146, -0.279, 0.247, 0.253, 0.241, 0.400, -0.007, 0.236, 0.254, -0.450, 0.294, -0.468, 0.824, -0.408, 0.400, 0.226, 0.224, 0.274, 0.221, -0.797, 0.221, -0.653, 0.217, -0.139, 0.248, 0.048], "homo_energy_ev": [-10.54, -10.54], "lumo_ha": [-0.1641, -0.1640], "orbital_gap_ha": [0.2232, 0.2232], "e_above_lowest_kcal_mol": 0.00, "total_charge": 1}

***

Which E_tot belongs to each record? In order, -245.81988 -576.31934 -1160.65340 -3019.00167 a.u..